Entry 1:
Formula: C38H31AsN2O3PPt
Source: the Open Molecules 2025 dataset
Level of theory: ωB97M-V/def2-TZVPD

Positions of all 77 atoms, in Å:
Pt: 0.4290 -0.7272 0.7012
O: -0.2070 -2.9133 -2.9282
C: 0.4747 -2.4385 -2.0528
O: 0.0078 -1.7244 -1.0779
C: 1.9995 -2.7180 -2.1308
P: 3.0053 -1.5004 -1.2901
C: 2.9489 -1.7299 0.4747
C: 3.8291 -0.9989 1.2994
C: 3.9833 -1.3354 2.6281
C: 3.3004 -2.4305 3.1534
C: 2.4582 -3.1860 2.3481
C: 2.2859 -2.8550 1.0129
C: 2.6411 0.1135 -1.9135
C: 2.1700 0.2166 -3.2319
C: 1.9064 1.4655 -3.7687
C: 2.1244 2.6131 -3.0120
C: 2.6076 2.5159 -1.7098
C: 2.8787 1.2752 -1.1636
H: 2.2801 -2.7620 -3.1819
H: 2.2120 -3.7087 -1.7249
H: 4.4328 -0.1996 0.8893
H: 4.6705 -0.7735 3.2471
H: 3.4625 -2.7182 4.1845
H: 1.9568 -4.0594 2.7445
H: 1.6600 -3.4827 0.3942
H: 2.0173 -0.6642 -3.8424
H: 1.5683 1.5473 -4.7939
H: 1.9422 3.5881 -3.4457
H: 2.7942 3.4119 -1.1327
H: 3.2647 1.2150 -0.1557
C: -2.7486 5.1011 -2.4589
C: -2.7410 4.6647 -1.1363
C: -2.1434 3.4618 -0.8058
C: -1.5972 2.6846 -1.8310
C: -1.5536 3.1367 -3.1546
C: -2.1563 4.3408 -3.4653
As: -0.8947 0.9376 -1.4749
C: -1.7904 -0.2670 -2.6886
C: -1.5901 -0.4358 -4.0189
C: -2.3354 -1.4332 -4.6963
C: -3.2595 -2.2468 -4.0216
C: -3.4571 -2.0880 -2.6789
C: -2.7166 -1.0989 -1.9674
C: -2.8040 -0.8593 -0.5700
C: -3.6561 -1.5449 0.3221
C: -3.6698 -1.2017 1.6643
C: -2.8506 -0.1855 2.1344
C: -1.9754 0.5094 1.2661
C: -1.9616 0.1786 -0.0711
H: -3.2096 6.0479 -2.7066
H: -3.2033 5.2641 -0.3637
H: -2.1323 3.1352 0.2246
H: -1.0801 2.5526 -3.9340
H: -2.1641 4.6921 -4.4883
H: -0.8710 0.1553 -4.5701
H: -2.1824 -1.5745 -5.7589
H: -3.8102 -2.9986 -4.5695
H: -4.1753 -2.7095 -2.1627
H: -4.3092 -2.3290 -0.0360
H: -4.3352 -1.7145 2.3455
H: -2.8898 0.0936 3.1804
H: -1.3957 1.3395 1.6471
N: -0.2472 -2.1170 6.1290
C: -0.0544 -0.7730 6.1599
O: -0.3734 -0.0596 7.0776
C: 0.5585 -0.1341 4.9323
C: 1.2676 1.0493 5.1122
C: 1.7681 1.7104 4.0051
C: 1.5172 1.1950 2.7487
N: 0.8114 0.0693 2.5647
C: 0.3534 -0.5918 3.6476
H: -0.6219 -2.5467 6.9616
H: 0.2023 -2.7129 5.4579
H: 1.4001 1.4326 6.1165
H: 2.3283 2.6296 4.1051
H: 1.8694 1.6904 1.8538
H: -0.2246 -1.4863 3.4521

* gap between HOMO and LUMO (spin up / spin down): 7.537 / 5.045 eV
* multiplicity: 5
* DFT total energy: -4497.28167 Eh
* F_max: 0.39 eV/A
* charge: +3

***

Entry 2:
Formula: C38H31N2OS
Source: the Open Molecules 2025 dataset
Level of theory: ωB97M-V/def2-TZVPD

Positions of all 73 atoms, in Å:
C: 1.7368 4.9058 -5.4244
C: 1.6636 5.2401 -4.0659
C: 1.3908 4.2480 -3.1203
C: 1.1668 2.9299 -3.5220
C: 0.8788 1.9010 -2.4230
C: 2.1232 1.1455 -1.9838
C: 2.0976 0.5325 -0.7282
C: 3.2648 -0.0039 -0.1853
C: 4.4214 -0.0782 -0.9728
C: 4.3930 0.3738 -2.2953
C: 3.2474 0.9923 -2.8073
C: -0.1956 0.8657 -2.7740
C: -1.3972 1.4547 -3.4730
C: -2.4587 0.4290 -3.7584
N: -2.6181 -0.4639 -2.6044
C: -3.7919 -1.1945 -2.3710
C: -3.7084 -1.9509 -1.1963
C: -4.7985 -2.7279 -0.7940
C: -5.9983 -2.6437 -1.5185
C: -6.0952 -1.8359 -2.6611
C: -4.9704 -1.1250 -3.1123
S: -2.1578 -1.7253 -0.4027
C: -1.6581 -0.5553 -1.6306
N: -0.5713 0.1399 -1.5399
C: 1.2434 2.5879 -4.8796
C: 1.5337 3.5810 -5.8311
H: 1.9520 5.6802 -6.1665
H: 1.8202 6.2682 -3.7335
H: 1.3292 4.4915 -2.0554
H: 0.5103 2.4854 -1.5620
H: 1.1317 0.4646 -0.2169
H: 3.2614 -0.3516 0.8446
H: 5.3369 -0.5006 -0.5577
H: 5.2681 0.2638 -2.9348
H: 3.2286 1.3529 -3.8390
H: 0.2745 0.1331 -3.4753
H: -1.8000 2.2674 -2.8577
H: -1.0870 1.8987 -4.4201
H: -3.4191 0.9152 -3.9407
H: -2.1831 -0.1584 -4.6486
H: -4.6899 -3.3802 0.0727
H: -6.8689 -3.2146 -1.1921
H: -7.0367 -1.7662 -3.2059
H: -5.0137 -0.5164 -4.0160
H: 1.0662 1.5551 -5.2067
H: 1.5950 3.3103 -6.8884
C: 1.5894 -5.9034 5.0836
C: 2.2094 -5.3343 3.9590
C: 2.0506 -3.9764 3.6720
C: 1.2373 -3.1533 4.5069
C: 0.9164 -1.7791 4.2280
O: 0.1714 -1.1792 5.2040
C: -0.1931 0.1496 5.0991
C: 0.2428 0.9012 3.9878
C: 0.0364 2.3128 4.0333
C: -0.6492 2.8973 5.0824
C: -1.1237 2.1021 6.1456
C: -0.8735 0.7284 6.1746
C: 0.8894 0.2281 2.9360
C: 1.3214 -1.0688 3.1157
C: 0.6660 -3.7395 5.6570
C: 0.8207 -5.0937 5.9337
H: 1.7119 -6.9626 5.3095
H: 2.8186 -5.9662 3.3048
H: 2.5353 -3.5426 2.7914
H: 0.4732 2.9108 3.2373
H: -0.8224 3.9791 5.0983
H: -1.7137 2.5668 6.9384
H: -1.2180 0.1151 7.0111
H: 1.1370 0.7879 2.0325
H: 1.9570 -1.5752 2.3928
H: 0.0609 -3.1254 6.3207
H: 0.3311 -5.5005 6.8195

* gap between HOMO and LUMO: 4.619 eV
* multiplicity: 1
* DFT total energy: -2049.36472 Eh
* F_max: 1.67 eV/A
* charge: +1

***

Entry 3:
Formula: C38H31NO2
Source: the Open Molecules 2025 dataset
Level of theory: ωB97M-V/def2-TZVPD

Positions of all 72 atoms, in Å:
C: -3.7913 1.1054 0.4826
C: -2.8102 1.5666 1.3659
C: -1.6354 0.8405 1.5586
C: -1.4033 -0.3589 0.8431
C: -0.2573 -1.2179 1.0597
C: 0.7771 -0.9095 2.0561
C: 2.1755 -1.5047 1.8930
C: 2.6095 -2.1393 0.7254
C: 3.9234 -2.6073 0.5805
C: 4.8641 -2.3411 1.5795
C: 4.4428 -1.7191 2.7664
C: 3.1070 -1.3530 2.9470
O: 0.5857 -0.1936 3.0530
C: -0.5498 -2.6750 0.9027
C: -1.7489 -3.2494 1.6709
C: -2.4666 -2.5648 2.6619
C: -3.7058 -3.0335 3.1296
C: -4.2254 -4.2399 2.6432
C: -3.4491 -5.0063 1.7558
C: -2.2091 -4.5348 1.3138
O: 0.0769 -3.4252 0.1379
C: -2.3859 -0.7764 -0.0931
C: -3.5678 -0.0632 -0.2558
H: -4.7244 1.6594 0.3549
H: -2.9669 2.4856 1.9373
H: -0.9220 1.1282 2.3310
H: 1.8945 -2.3089 -0.0753
H: 4.1808 -3.1793 -0.3099
H: 5.9045 -2.6518 1.4622
H: 5.1603 -1.5177 3.5626
H: 2.7687 -0.9222 3.8941
H: -2.0876 -1.6099 3.0269
H: -4.2789 -2.4352 3.8477
H: -5.2149 -4.5864 2.9636
H: -3.8306 -5.9661 1.3931
H: -1.6176 -5.1411 0.6255
H: -2.2135 -1.7018 -0.6559
H: -4.3226 -0.4447 -0.9484
C: 1.4583 -1.8314 -2.9460
C: 0.5075 -0.7089 -2.9095
N: -0.2514 -0.4118 -3.9866
C: -1.0806 0.6800 -3.7318
C: -0.8532 1.0758 -2.3919
C: -1.4721 2.2230 -1.9069
C: -2.1965 3.0264 -2.7917
C: -2.3040 2.6878 -4.1517
C: -1.7504 1.4938 -4.6334
C: 0.2432 0.2556 -1.8916
C: 0.9767 0.5020 -0.7305
C: 1.4604 1.8159 -0.4063
C: 1.3300 2.9349 -1.2769
C: 1.8123 4.1928 -0.9358
C: 2.5440 4.3811 0.2432
C: 3.0909 5.7436 0.5571
C: 2.7207 3.2818 1.0987
C: 2.1826 2.0403 0.7970
H: 2.1878 -1.7303 -2.1371
H: 0.9324 -2.7923 -2.8035
H: 2.0037 -1.8544 -3.9062
H: -0.1930 -0.8928 -4.8784
H: -1.3724 2.4624 -0.8494
H: -2.6542 3.9479 -2.4190
H: -2.8148 3.3756 -4.8231
H: -1.8116 1.1998 -5.6809
H: 1.4986 -0.3345 -0.2745
H: 0.8342 2.8316 -2.2422
H: 1.6298 5.0549 -1.5844
H: 3.4304 5.8104 1.5949
H: 3.9399 6.0181 -0.0853
H: 2.3098 6.4961 0.3873
H: 3.2840 3.4146 2.0241
H: 2.2909 1.2020 1.4854

* gap between HOMO and LUMO: 4.763 eV
* multiplicity: 1
* DFT total energy: -1671.80200 Eh
* F_max: 1.93 eV/A

***

- What is the DFT total energy in the third record?
  -1671.80200 Eh